Entry 1:
{
  "formula": "C35H41CsF5N6O4PS2Te",
  "method": "ωB97M-V with the def2-TZVPD basis set",
  "orbital_gap_ev": [5.3820, 7.2092],
  "charge": -2,
  "symbols": ["C", "F", "H", "C", "H", "H", "H", "O", "C", "H", "C", "O", "H", "H", "C", "H", "H", "C", "C", "C", "H", "C", "P", "C", "C", "F", "H", "H", "H", "N", "C", "H", "H", "C", "H", "H", "C", "C", "H", "H", "C", "H", "N", "C", "C", "C", "H", "C", "Cs", "H", "C", "C", "C", "H", "N", "C", "F", "C", "H", "H", "N", "H", "C", "Te", "H", "F", "H", "O", "S", "H", "H", "N", "H", "H", "H", "C", "H", "C", "F", "C", "H", "C", "N", "C", "H", "C", "H", "H", "C", "S", "O", "C", "C", "H", "H", "H"],
  "coordinates": [[0.3675, 3.6404, -0.3531], [-0.3449, -5.2770, 0.2553], [5.5766, -0.3836, 0.7445], [3.2668, -2.0409, -2.8469], [-1.3950, 2.4126, 1.6060], [4.2447, -2.4061, -2.5311], [2.3816, -3.9730, -3.2216], [3.8072, -1.9931, 0.9650], [0.9667, 0.6848, 3.5396], [1.9162, 0.5996, -4.3661], [1.6839, 1.7114, 4.1346], [-2.4998, -1.2282, 2.4420], [3.7349, 0.0730, -2.9600], [-5.3033, 1.3590, 0.5831], [-5.6902, -3.6023, 3.4382], [-1.3785, 0.3784, 0.8082], [3.2106, -3.2811, -4.6229], [3.3926, 1.8177, -0.8801], [4.6346, -0.0648, 0.2963], [-1.0824, 4.3692, -2.1320], [4.7701, 4.4122, -2.6075], [-0.4973, 4.5847, -0.8918], [1.7355, 1.0858, -0.4653], [-2.8568, 1.0574, -0.1228], [5.8144, 1.7959, -0.7461], [1.4177, -7.0925, -0.8332], [3.0202, 3.3635, 3.8082], [-0.7184, 5.4890, -0.3364], [-2.5118, 0.3976, -2.8721], [2.1327, -0.3693, -4.2098], [-4.6700, 1.7318, 1.3831], [0.3567, 0.0003, 4.1186], [-2.7002, -3.2051, 5.8403], [-4.6064, -2.7903, 3.0809], [-5.3690, 2.0430, -1.9811], [1.6540, 1.8433, 5.2096], [1.0955, -1.2100, -4.4078], [-4.3240, 2.2246, -1.7080], [0.1605, 1.2951, -2.7826], [-4.7238, 1.0142, 2.2089], [5.8994, 2.9441, -1.5178], [-6.5393, -4.8957, 4.9074], [1.3090, -2.5075, -4.1920], [1.0236, 0.5230, 2.1604], [-3.3585, 0.0626, -2.2639], [4.5878, 1.2097, -0.4376], [-5.0564, 2.6978, 1.7240], [-3.5437, -2.6574, 3.9770], [-0.8433, -2.6749, 0.8382], [-3.0857, -0.8917, -1.8222], [-0.8170, 3.1933, -2.8212], [-4.6275, -4.1382, 5.5378], [2.5887, -3.0489, -3.7489], [-2.2359, 1.2277, 2.6350], [-1.7647, 0.3925, -0.1302], [0.6461, 2.4607, -1.0382], [0.4385, -4.7634, -2.3657], [3.4114, -0.7398, -3.6101], [4.1632, -0.8564, -4.4012], [2.6049, 3.4459, -2.0289], [-3.7066, 1.0090, -1.2185], [-4.2874, 2.9988, -0.9456], [0.0249, 2.2413, -2.2675], [1.4783, -5.0751, -0.5507], [2.9916, -2.5190, 0.7485], [3.4484, -5.1794, -0.9633], [-6.5198, -3.7144, 2.7509], [1.5671, -3.2568, -0.2197], [-4.5681, -1.9673, 1.5450], [-1.7594, 5.1061, -2.5488], [-3.8001, 2.5964, -2.5967], [-3.3000, 1.8863, 0.9152], [-4.2300, -0.0750, -2.9079], [6.7188, 1.3204, -0.3831], [0.4969, -3.1012, -4.1156], [1.7651, 1.3785, 1.3545], [-2.7495, 2.9310, 2.6175], [-2.3860, -1.7808, 3.5918], [2.0118, -5.5027, 1.2587], [2.4498, 2.5646, 3.3479], [-1.2849, 2.9919, -3.7777], [-5.6952, -4.2652, 4.6518], [3.6119, -0.8131, 0.3298], [2.4904, 2.3988, 1.9715], [2.6538, -1.9342, -1.9487], [3.5032, 2.9627, -1.6671], [0.4568, -0.2924, 1.7311], [6.8658, 3.3747, -1.7497], [-3.5573, -3.3325, 5.1909], [-0.3969, -0.6001, -4.9470], [-1.4116, -1.6575, 4.3409], [-2.3652, 2.1143, 2.0026], [4.7336, 3.5204, -1.9936], [0.8163, 3.8230, 0.6151], [-4.6329, -4.6700, 6.4810], [3.0968, 3.0674, 1.3707]],
  "lowdin_charge": [-0.099, -0.669, 0.126, -0.170, 0.074, 0.123, 0.080, -0.027, -0.056, 0.097, -0.089, -0.398, 0.095, 0.074, -0.129, -0.014, 0.119, -0.313, -0.114, -0.106, 0.094, -0.095, 1.142, -0.457, -0.058, -0.542, 0.092, 0.094, 0.050, 0.007, -0.088, 0.092, 0.113, -0.590, 0.080, 0.095, -0.880, -0.082, 0.051, 0.067, -0.103, 0.091, 0.029, -0.100, -0.068, -0.224, 0.079, -0.164, 1.223, 0.081, -0.093, -0.105, -0.169, 0.080, 0.155, -0.396, -0.553, -0.172, 0.112, 0.094, -0.167, 0.077, -0.122, 1.829, 0.052, -0.533, 0.091, -0.923, 0.794, 0.093, 0.074, -0.158, 0.084, 0.104, 0.111, -0.363, 0.086, -0.697, -0.488, -0.095, 0.101, -0.111, -0.030, -0.108, 0.084, -0.089, 0.036, 0.092, -0.028, 0.490, 0.005, -0.066, -0.098, 0.093, 0.088, 0.103]
}

Entry 2:
{
  "formula": "C35H41N3OPdS3SiTe",
  "method": "ωB97M-V with the def2-TZVPD basis set",
  "multiplicity": 2,
  "orbital_gap_ev": [6.4119, 6.5547],
  "charge": -1,
  "symbols": ["C", "C", "C", "H", "C", "S", "H", "H", "C", "H", "H", "N", "H", "C", "C", "H", "S", "H", "C", "H", "H", "C", "C", "C", "C", "H", "H", "H", "H", "H", "C", "H", "H", "C", "Te", "H", "C", "H", "C", "Pd", "H", "H", "H", "H", "C", "H", "H", "O", "C", "H", "C", "H", "H", "H", "C", "C", "C", "C", "H", "H", "H", "C", "C", "C", "Si", "H", "N", "C", "C", "C", "H", "H", "H", "H", "C", "H", "C", "C", "H", "H", "C", "C", "N", "S", "H", "C"],
  "coordinates": [[-2.8439, -3.5869, -0.4663], [1.1621, 4.5122, 1.1925], [-3.0085, 0.1197, -1.4145], [-2.5647, -4.1216, -1.3775], [-4.7173, -1.9700, -0.7585], [-2.6660, 4.4848, 2.0552], [3.1441, 3.8574, 4.4359], [0.3570, -4.0861, -0.6026], [-3.3449, -2.2078, -0.7959], [-4.7803, 1.3039, -1.5351], [0.9727, -1.7769, 3.5822], [1.6676, 0.9727, 1.0879], [5.4461, 1.1104, 5.7872], [0.3966, -4.7939, -1.4291], [-1.0976, -2.5343, -4.1464], [4.7773, -0.1245, 4.7109], [1.4753, 1.5706, 3.6612], [1.6818, 0.5109, -0.9126], [2.3429, 1.3400, 2.2206], [4.3801, 4.5611, 3.3803], [-7.2752, -1.3870, -0.7124], [-4.3832, 0.3100, -1.3539], [0.6200, 6.8381, 1.5867], [3.7571, 1.5428, 2.1421], [6.5287, 2.2339, 3.1295], [1.4300, -5.1218, -1.5641], [-0.4626, -6.7239, -5.8806], [-0.1542, -5.4063, -7.0134], [-1.7659, -0.9672, -5.4583], [5.4564, 1.4745, 0.8499], [-0.7065, 6.5232, 1.8362], [-1.8081, -5.8112, -6.5693], [-1.2594, 1.3845, -1.1410], [-2.4944, -1.1497, -1.1396], [-0.3993, -1.4749, -1.2302], [1.8715, 3.7272, 0.9640], [-1.1549, -3.4482, -5.1902], [-6.9658, 0.2741, -0.2000], [-5.2528, -0.7214, -1.0348], [-0.3597, 0.8761, 1.2979], [7.1351, 2.5369, 3.9872], [-0.5306, -0.8661, 3.5508], [0.1246, -6.1558, -3.6562], [6.6861, 2.9711, 2.3381], [-1.5904, -1.1324, -4.3946], [4.1423, 0.7818, -1.1617], [0.9434, 7.8695, 1.6451], [0.0067, -3.3025, 1.4149], [-0.0777, -1.8180, 3.2887], [-2.7126, 2.2230, -1.6420], [-1.9969, 2.9059, 1.7292], [-7.1206, -0.1008, -1.9132], [-0.8636, -0.3953, -4.0465], [-1.5484, -3.1261, -6.1501], [-0.1683, 4.1873, 1.4370], [3.6642, 0.9463, -0.2064], [-2.1452, 1.2978, -1.7633], [-0.5891, -2.9367, -2.8984], [6.9136, 1.2722, 2.7800], [2.5769, 6.1059, 1.0949], [4.7792, 4.1698, 5.0574], [1.5428, 5.8385, 1.2717], [-0.7186, -4.7597, -5.0369], [2.3073, 0.7894, -0.0739], [4.7167, 2.1206, 3.6533], [3.6856, 0.9502, 5.5842], [-0.3834, -1.0939, 0.9920], [-6.7357, -0.4734, -0.9617], [4.3838, 1.3345, 0.9315], [-0.7891, -5.7297, -6.1857], [-3.6245, -4.1610, 0.0344], [-2.5232, -0.9437, -3.8612], [-0.5526, -2.6405, 3.8228], [-1.9677, -3.5591, 0.1846], [-1.0909, 5.1928, 1.7652], [-0.1806, -5.6697, -1.1232], [-0.1413, -2.1281, 1.7949], [-0.2187, -5.1358, -3.8042], [-1.4208, 7.2964, 2.0887], [-5.3786, -2.7863, -0.4862], [4.6458, 0.8978, 5.0723], [-0.1463, -4.2495, -2.7265], [-0.7270, 2.9312, 1.4033], [-2.7014, 1.3465, 1.7963], [-1.8170, 1.2407, -2.8066], [4.2040, 3.8435, 4.1862]],
  "lowdin_charge": [-0.048, -0.008, -0.358, 0.079, -0.015, 1.016, -0.002, 0.004, -0.271, 0.119, 0.070, -0.118, 0.021, -0.078, -0.294, 0.032, 0.578, 0.036, -0.808, 0.023, 0.069, -0.039, -0.106, -0.270, -0.203, 0.083, 0.068, 0.076, 0.074, 0.086, -0.105, 0.075, 0.014, -0.361, 1.672, 0.103, -0.031, 0.079, -0.270, 0.714, 0.023, 0.027, 0.114, 0.025, -0.074, 0.092, 0.094, -0.097, -0.045, 0.080, -1.108, 0.076, 0.055, 0.112, -0.303, -0.083, -0.104, -0.329, 0.027, 0.099, 0.025, -0.088, -0.280, -0.173, 0.484, 0.001, -0.311, -0.056, -0.099, -0.061, 0.079, 0.074, 0.070, 0.051, -0.466, 0.087, -0.726, -0.030, 0.101, 0.110, -0.197, -0.316, -0.139, 0.597, 0.066, -0.190]
}

What are the maximum force values for these records? In order: 0.9 0.4 eV/A.
What are the relative energy (zero: lowest compared OMol25 entry of this formula, charge and spin) values for these records? In order: 147.0 0.0 kJ/mol.